(w)
# C4H11N2

The ion C4H11N2 with charge +1 (ωB97M-V/def2-TZVPD, the Open Molecules 2025 dataset).

Cartesian coordinates (Å):
C: 1.416 -0.865 -1.304
C: 0.500 -1.422 -0.221
C: -0.306 -0.256 0.465
C: 0.240 0.671 1.271
N: -0.519 1.854 1.229
N: -1.607 0.133 -0.373
H: 1.897 0.000 -0.808
H: 0.747 -0.621 -2.089
H: 2.227 -1.575 -1.615
H: -0.304 -2.168 -0.445
H: 1.134 -1.846 0.538
H: 1.136 0.653 1.954
H: -0.007 2.636 0.926
H: -0.938 2.033 2.176
H: -1.350 -0.028 -1.362
H: -2.489 -0.364 -0.073
H: -1.776 1.165 -0.271

The orbital gap comes out at 11.0 eV. The SMILES is CC/C([NH3+])=C/N. Its net charge is +1.

***

(x)
# C4H11N2

The ion C4H11N2 with charge +1 (ωB97M-V/def2-TZVPD, the Open Molecules 2025 dataset).

Cartesian coordinates (Å):
C: 0.489 0.520 -0.969
C: -0.638 1.321 -0.217
C: -0.020 -2.045 -0.729
C: -0.401 1.597 1.265
N: 0.596 -0.792 -0.222
N: -0.143 0.594 2.024
H: 0.313 0.292 -2.088
H: 1.431 1.042 -0.810
H: -0.772 2.237 -0.798
H: -1.080 -2.143 -0.542
H: 0.090 -2.337 -1.834
H: 0.554 -2.898 -0.269
H: -0.530 2.574 1.690
H: -1.652 0.800 -0.134
H: -0.002 0.720 3.008
H: 0.172 -0.575 0.717
H: 1.592 -0.908 -0.092

The orbital gap comes out at 11.5 eV. The SMILES is [H]/N=C/CC[NH2+]C. Its net charge is +1.

***

(y)
# C4H11N2

The ion C4H11N2 with charge +1 (ωB97M-V/def2-TZVPD, the Open Molecules 2025 dataset).

Cartesian coordinates (Å):
C: -0.441 -1.145 -0.082
C: 1.040 -1.082 0.348
C: 1.045 1.440 0.320
C: -2.112 0.555 -0.079
N: -1.087 -0.112 0.574
N: 1.664 0.220 -0.122
H: -0.689 -1.169 -1.202
H: -0.949 -2.058 0.291
H: 1.004 -1.189 1.495
H: 1.604 -1.944 0.040
H: 0.755 2.169 -0.430
H: 1.364 1.830 1.241
H: -2.225 0.503 -1.180
H: -3.085 0.356 0.489
H: -1.941 1.628 0.105
H: 2.578 0.352 0.198
H: 1.824 0.305 -1.189

The orbital gap (spin up / spin down) comes out at 8.3 / 9.4 eV. Its net charge is +1.

***

The structure with the greatest stability is (x).

***

(w)
# C4H11N2

The ion C4H11N2 with charge +1 (ωB97M-V/def2-TZVPD, the Open Molecules 2025 dataset).

Cartesian coordinates (Å):
C: 0.623 -0.793 1.680
C: -1.649 0.328 -0.256
C: 0.137 0.738 -1.871
C: -0.256 0.813 -0.457
N: 1.502 -1.626 2.179
N: 0.791 -0.342 0.511
H: -0.131 -0.327 2.351
H: -2.315 0.998 -0.878
H: -1.796 -0.463 -0.957
H: -1.913 0.042 0.684
H: -0.247 -0.253 -2.362
H: 1.186 0.689 -1.923
H: -0.175 1.622 -2.350
H: 0.100 1.746 0.174
H: 1.097 -1.947 3.119
H: 2.463 -1.882 1.867
H: 1.686 -0.656 0.029

The orbital gap comes out at 11.9 eV. The SMILES is CC(C)/[NH+]=C/N. Its net charge is +1.

***

(x)
# C4H11N2

The ion C4H11N2 with charge +1 (ωB97M-V/def2-TZVPD, the Open Molecules 2025 dataset).

Cartesian coordinates (Å):
C: 1.818 -0.595 0.162
C: 0.979 0.144 -0.928
C: -0.360 0.395 -0.395
C: -1.569 0.009 -0.786
N: -2.660 -0.106 0.205
N: 1.933 0.235 1.365
H: 1.282 -1.516 0.359
H: 2.848 -0.682 -0.179
H: 1.470 1.064 -1.258
H: 1.013 -0.521 -1.794
H: -0.332 0.693 0.663
H: -1.920 -0.241 -1.779
H: -2.522 -1.006 0.661
H: -3.593 -0.048 -0.208
H: -2.634 0.560 0.983
H: 2.468 1.070 1.265
H: 1.911 -0.235 2.252

The orbital gap comes out at 8.6 eV. The SMILES is NCC/C=C/[NH3+]. Its net charge is +1.

***

The structure with the greatest stability is (x).